No. 1
ORCA calculation (ωB97M-V/def2-TZVPD) on a molecular structure, C28H33N5O6S.

Properties
Net charge: 0
Spin multiplicity: 1
E_LUMO: 0.02 eV
Orbital gap: 8.1 eV

Element x y z (Å)
C -4.365966 4.235638 -1.811128
H -4.179784 4.771747 -0.875188
O -4.780369 2.913006 -1.578645
C -3.946661 2.073273 -0.883201
C -2.672933 2.438860 -0.465415
C -1.838468 1.549486 0.185050
C -2.258611 0.252446 0.435498
C -3.540899 -0.108116 0.055409
C -4.398825 0.772071 -0.595174
O -5.605708 0.234050 -0.930616
C -6.714527 1.061692 -1.206420
H -6.622640 1.556320 -2.175492
H -7.573710 0.391024 -1.219617
H -6.855155 1.815429 -0.428598
H -3.915897 -1.100347 0.252900
C -1.349877 -0.752800 1.088999
N -0.280684 -1.190179 0.187928
C 0.568708 -2.137340 0.676585
O 0.481160 -2.516736 1.841552
C 1.552489 -2.730399 -0.213438
C 2.527188 -3.632839 0.226297
N 2.773271 -3.968810 1.496943
H 3.442456 -4.709177 1.654345
H 2.086565 -3.691229 2.184883
C 3.271753 -4.117472 -0.896100
N 2.894947 -3.646355 -2.066881
S 1.664626 -2.601981 -1.940233
C 4.356025 -5.111780 -0.780276
O 4.704027 -5.584015 0.290151
N 4.916813 -5.449322 -1.958551
H 4.562522 -5.041774 -2.806519
H 5.646155 -6.140986 -1.985189
C -0.120526 -0.558467 -1.064195
C -1.096032 -0.671326 -2.039358
C -0.996198 0.014022 -3.243631
C 0.123119 0.799804 -3.461012
C 1.125822 0.905377 -2.510001
C 1.013867 0.239223 -1.301269
O 1.935869 0.287809 -0.289577
C 3.189010 0.873891 -0.552064
H 3.659651 0.425653 -1.431440
H 3.104792 1.956336 -0.692100
H 3.800011 0.668024 0.325836
H 1.982787 1.526497 -2.716516
H 0.226028 1.343298 -4.388477
C -2.087795 -0.106721 -4.260728
H -1.900822 0.540563 -5.113305
H -2.163102 -1.134041 -4.614032
H -3.044328 0.162395 -3.815559
H -1.953630 -1.296736 -1.848182
H -1.927094 -1.636632 1.387019
C -0.821045 -0.144668 2.406543
O -1.509189 -0.153204 3.402861
N 0.377088 0.457838 2.317340
H 0.930049 0.345038 1.478115
C 1.066345 0.979203 3.473877
H 0.348803 0.914413 4.295331
C 2.344320 0.177122 3.785237
H 2.177814 -0.564463 4.563080
C 3.383493 1.224509 4.174406
C 3.056651 2.396601 3.253442
H 3.497839 3.333048 3.592445
H 3.426198 2.189802 2.247847
C 1.527820 2.438131 3.259658
H 1.173936 3.061006 4.080516
H 1.121164 2.843648 2.333726
H 4.404506 0.864625 4.053744
H 3.242848 1.522140 5.214328
H 2.662136 -0.350600 2.883293
H -0.856120 1.874815 0.488504
H -2.311031 3.435660 -0.658499
H -5.193228 4.709597 -2.337896
H -3.469816 4.273388 -2.439163

Forces on the atoms, in the same order (eV/Å):
0.068 0.211 -0.050
0.014 -0.023 -0.035
0.042 -0.494 0.158
-0.178 -0.025 -0.085
-0.016 0.091 -0.050
-0.126 -0.044 0.050
-0.262 0.158 0.059
0.022 0.219 -0.020
0.053 -0.004 0.025
0.393 -0.068 -0.064
-0.449 0.167 -0.123
-0.041 -0.060 0.127
0.033 0.068 0.019
0.004 -0.027 -0.031
-0.051 -0.151 0.032
-0.264 -0.082 0.584
-0.227 0.192 0.104
0.055 -0.277 0.085
-0.099 0.051 0.019
0.487 -0.429 -0.514
-0.395 0.567 -0.345
0.053 -0.231 0.550
-0.075 0.090 0.017
0.092 -0.072 -0.077
-0.576 0.446 -0.088
0.283 -0.304 0.002
0.185 -0.267 0.339
0.337 -0.219 -0.375
-0.028 -0.010 0.225
0.128 -0.080 -0.172
0.016 -0.015 -0.019
-0.059 0.047 0.064
0.417 0.121 -0.337
0.358 0.053 -0.113
0.003 0.004 0.009
-0.068 -0.109 0.081
0.239 0.091 0.227
-0.225 0.016 0.132
-0.517 -0.093 -0.150
0.307 0.138 -0.049
-0.037 -0.004 0.015
0.005 -0.042 -0.002
-0.001 0.049 -0.072
0.112 0.038 0.009
-0.006 0.050 -0.113
-0.019 -0.047 0.012
-0.038 0.030 -0.085
-0.060 -0.052 -0.093
-0.115 0.031 -0.042
-0.087 -0.087 0.052
0.107 0.219 0.035
-0.015 -0.114 -0.360
-0.307 -0.120 0.262
0.252 0.084 -0.109
-0.111 -0.091 0.021
-0.176 0.046 0.116
0.135 0.024 -0.109
0.002 0.092 0.157
-0.013 -0.122 -0.035
0.057 -0.071 -0.134
-0.019 0.097 0.194
0.070 0.043 -0.089
0.063 -0.001 -0.082
0.078 0.043 0.000
-0.022 0.063 0.018
-0.095 0.046 0.024
0.055 -0.006 0.095
0.041 0.028 0.084
0.024 -0.061 -0.047
0.119 0.045 0.038
-0.005 0.112 -0.043
0.093 0.024 0.031
-0.022 0.009 0.042

No. 2
ORCA calculation (ωB97M-V/def2-TZVPD) on a single C18H20N4O3 molecule at a distorted geometry.

Properties
Net charge: 0
Spin multiplicity: 1
SMILES: O=C(C1CC1)N1CCN(c2ccc([N+](=O)[O-])cc2-n2cccc2)CC1
E_LUMO: -0.32 eV
Orbital gap: 8.0 eV

Element x y z (Å)
O -1.823529 -2.773540 0.044578
C -2.297522 -1.791605 -0.492272
C -2.156607 -1.532066 -1.957604
C -1.289509 -2.472078 -2.742208
C -0.798892 -1.093940 -2.450090
N -3.017726 -0.870484 0.220307
C -3.002363 -0.965663 1.667114
C -2.161882 0.207595 2.229855
N -1.278512 0.750142 1.222401
C -0.027539 0.217763 1.010636
C 0.351093 -1.029097 1.532542
C 1.579000 -1.583383 1.259835
C 2.484746 -0.893414 0.460176
N 3.751249 -1.469807 0.141549
O 4.466732 -0.869135 -0.638510
O 4.043223 -2.526415 0.667233
C 2.172138 0.378434 -0.006901
C 0.945981 0.947493 0.278047
N 0.717764 2.269951 -0.133182
C 0.248597 3.279807 0.658137
C 0.237032 4.432780 -0.072260
C 0.713400 4.114943 -1.362152
C 1.011425 2.783010 -1.364401
C -2.013607 1.353152 0.124862
C -3.256018 0.486587 -0.205978
H -3.027350 -1.120041 -2.449711
H -1.587625 -2.717898 -3.749266
H -0.847550 -3.288482 -2.192445
H -0.012799 -0.983973 -1.717329
H -0.760633 -0.368917 -3.249965
H -2.575656 -1.937077 1.920279
H -4.027944 -0.919898 2.045958
H -2.822697 1.025235 2.536149
H -1.583516 -0.099832 3.100409
H -0.347877 -1.604682 2.113211
H 1.840478 -2.561516 1.630956
H 2.910415 0.930663 -0.568568
H -0.010881 3.100654 1.682472
H -0.071480 5.399779 0.272311
H 0.824633 4.792202 -2.185228
H 1.386981 2.155826 -2.148806
H -2.324055 2.369371 0.392938
H -1.375586 1.406561 -0.754922
H -3.471061 0.539080 -1.270654
H -4.134473 0.848841 0.336015

Forces on the atoms, in the same order (eV/Å):
0.249 -0.266 0.004
-0.163 0.030 -0.158
-0.075 -0.159 -0.047
-0.029 -0.049 0.028
0.168 0.116 -0.113
-0.259 -0.114 0.195
0.032 -0.262 0.123
-0.042 -0.039 0.042
-0.062 0.146 0.225
0.379 0.008 -0.116
-0.055 0.221 -0.060
0.459 0.030 -0.200
-1.360 0.568 0.330
0.689 -0.290 -0.162
0.133 0.035 -0.096
0.067 -0.140 0.036
0.137 -0.253 0.032
0.156 -0.721 0.261
-0.035 0.231 0.013
-0.020 0.278 0.333
-0.086 0.025 0.141
0.068 -0.018 -0.152
0.008 0.031 -0.456
-0.248 0.169 -0.212
0.147 0.180 -0.132
0.063 0.027 -0.043
-0.076 0.094 -0.077
-0.005 0.007 0.115
0.042 -0.044 0.132
-0.053 0.030 -0.057
-0.093 0.161 0.030
0.057 0.005 0.027
0.050 -0.058 0.068
-0.077 0.044 0.017
-0.132 -0.063 0.001
-0.004 -0.046 0.028
0.016 0.055 0.014
-0.056 -0.074 0.152
-0.065 0.152 0.124
0.044 0.074 -0.191
0.073 -0.152 -0.107
0.038 -0.028 -0.122
-0.052 0.038 0.061
-0.046 0.037 0.062
0.018 -0.015 -0.093

No. 3
ORCA calculation (ωB97M-V/def2-TZVPD) on 2 unconnected molecules or ions with the total composition C5H8S2 at a distorted geometry.

Properties
Net charge: 0
Spin multiplicity: 1
E_LUMO (alpha / beta): -0.03 / -0.69 eV
Orbital gap (alpha / beta): 7.9 / 7.5 eV

Element x y z (Å)
C 0.061047 -0.361665 -0.963464
C -0.923471 -0.004465 -0.202941
C 2.784044 0.071717 -0.231557
C -2.337387 0.103213 -0.740731
C -0.768170 0.341636 1.249316
S 3.432721 1.515482 -0.339592
S 3.234872 -1.452387 0.282832
H 0.262705 -0.639712 -1.971158
H -2.962738 -0.674447 -0.311103
H -2.753783 1.065399 -0.453483
H -2.355943 0.011597 -1.822045
H 0.187184 -0.015777 1.619108
H -1.571335 -0.099526 1.835814
H -0.809026 1.418783 1.385071
H 4.519279 -1.279853 0.663934

Forces on the atoms, in the same order (eV/Å):
1.249 -0.087 0.154
-0.678 0.144 0.246
0.075 0.762 0.007
0.290 0.002 -0.061
0.211 -0.124 -0.018
-0.406 -0.628 -0.030
-0.459 -0.447 -0.060
-0.053 -0.058 -0.444
-0.111 -0.112 0.097
-0.126 0.144 -0.016
-0.071 0.003 -0.094
0.084 0.014 0.128
-0.072 -0.060 0.078
-0.056 0.197 0.034
0.126 0.250 -0.020

| no. | E (eV) |
| --- | --- |
| 1 | -60143.6824 |
| 2 | -31090.1352 |
| 3 | -26980.4798 |